{"formula": "C21H28BrClNO7PS", "method": "the ωB97M-V functional and the def2-TZVPD basis", "energy_ha": -5171.9822, "mol_weight_g_mol": 584.9, "homo_ha": -0.2843, "gap_ha": 0.2548, "smiles": "CCSCc1c(CC)c2c(c(P(O)O)c1COC)C(=O)C(Br)=C(CCCCl)C2=O.C[N+](=O)[O-]", "symbols": ["C", "C", "S", "C", "C", "C", "C", "C", "C", "C", "C", "P", "O", "O", "C", "C", "O", "C", "C", "O", "C", "Br", "C", "C", "C", "C", "Cl", "C", "O", "H", "H", "H", "H", "H", "H", "H", "H", "H", "H", "H", "H", "H", "H", "H", "H", "H", "H", "H", "H", "H", "H", "H", "H", "H", "C", "N", "O", "O", "H", "H", "H"], "positions_angstrom": [[-0.040, -2.047, -2.051], [-0.910, -2.156, -3.393], [-2.582, -1.472, -3.069], [-2.434, 0.341, -2.731], [-1.863, 0.648, -1.298], [-0.594, 1.396, -1.134], [0.227, 1.965, -2.327], [1.677, 1.350, -2.484], [-0.077, 1.618, 0.223], [-0.776, 1.134, 1.430], [-2.042, 0.414, 1.263], [-2.923, -0.232, 2.806], [-3.482, 1.057, 3.721], [-1.880, -1.219, 3.703], [-2.570, 0.187, -0.089], [-3.930, -0.594, -0.240], [-4.947, 0.039, 0.577], [-6.169, 0.022, -0.177], [-0.117, 1.382, 2.827], [-0.734, 1.631, 3.823], [1.449, 1.322, 2.813], [2.378, 0.613, 4.378], [2.098, 1.765, 1.708], [3.658, 1.719, 1.550], [3.961, 1.044, 0.136], [5.084, -0.059, 0.204], [6.543, 0.423, 1.157], [1.278, 2.358, 0.502], [1.667, 3.321, -0.108], [-0.709, -1.861, -1.174], [0.614, -1.150, -2.158], [0.542, -2.967, -1.830], [-0.386, -1.679, -4.268], [-0.936, -3.254, -3.637], [-1.801, 0.774, -3.540], [-3.442, 0.819, -2.817], [-0.276, 1.888, -3.318], [0.350, 3.067, -2.126], [1.790, 0.354, -1.973], [1.937, 1.238, -3.574], [2.475, 2.018, -2.059], [-4.365, 0.780, 4.015], [-1.856, -2.069, 3.232], [-3.773, -1.672, 0.028], [-4.315, -0.524, -1.294], [-6.057, 0.788, -1.001], [-6.345, -0.989, -0.647], [-7.052, 0.267, 0.460], [4.115, 1.025, 2.307], [4.136, 2.722, 1.652], [4.194, 1.855, -0.610], [3.055, 0.523, -0.283], [5.385, -0.262, -0.861], [4.603, -1.006, 0.564], [2.597, -2.818, 2.165], [1.943, -2.474, 0.873], [1.709, -3.383, 0.099], [1.688, -1.299, 0.684], [2.764, -3.891, 2.196], [3.541, -2.279, 2.210], [1.928, -2.507, 2.964]]}